No. 1
{"formula": "C24H28N5O6PdSeSi", "method": "ωB97M-V/def2-TZVPD", "elements": ["Pd", "O", "C", "C", "O", "C", "C", "O", "C", "O", "O", "C", "C", "C", "C", "C", "C", "N", "N", "Si", "C", "C", "C", "H", "H", "H", "H", "H", "H", "H", "H", "H", "H", "H", "H", "H", "H", "H", "Se", "N", "C", "C", "C", "C", "C", "C", "N", "H", "H", "H", "H", "C", "N", "C", "C", "C", "O", "H", "H", "H", "H", "H", "H", "H", "H", "H"], "xyz": [[-0.55120, 0.15999, 0.41927], [1.10970, 3.72659, 5.39447], [0.75050, 3.04009, 4.48517], [-0.76270, 2.65639, 4.21377], [-1.64230, 2.94129, 4.97047], [-0.75640, 1.91239, 2.96347], [0.60940, 1.68729, 2.53627], [0.91340, 0.93329, 1.58027], [1.55570, 2.41089, 3.39477], [2.76790, 2.52119, 3.29387], [-1.76740, 1.44579, 2.35797], [-0.47350, 3.97259, -0.66113], [-1.10520, 2.92269, -1.50883], [-1.60120, 3.16919, -2.79173], [-2.23890, 2.15209, -3.48763], [-2.39380, 0.90989, -2.90733], [-1.84690, 0.70859, -1.62943], [-1.22910, 1.71999, -0.97313], [-1.79330, -0.41951, -0.91753], [-2.33570, -2.04931, -1.26743], [-0.86190, -3.08351, -0.61543], [-3.96350, -2.25081, -0.29573], [-2.55350, -2.41711, -3.12673], [-0.10400, 4.80419, -1.25413], [0.34380, 3.53789, -0.08293], [-1.21430, 4.35249, 0.04617], [-1.50500, 4.14699, -3.23093], [-2.61300, 2.32809, -4.48563], [-2.89450, 0.10549, -3.41323], [0.01310, -2.44541, -0.44603], [-0.58470, -3.86281, -1.31943], [-1.10270, -3.57201, 0.32447], [-3.81710, -2.08771, 0.77017], [-4.37670, -3.24501, -0.42243], [-4.70310, -1.53411, -0.63563], [-1.78830, -1.94501, -3.73663], [-3.52440, -2.10301, -3.49563], [-2.48520, -3.48841, -3.29473], [-2.50600, -0.85831, 2.86747], [-1.04420, -1.21391, 1.88327], [-0.11960, -1.78891, 2.68387], [1.18360, -2.11531, 2.30337], [2.00720, -2.70171, 3.23487], [1.53900, -3.01681, 4.52377], [0.26790, -2.69111, 4.93047], [-0.58290, -2.04071, 4.01837], [-1.82580, -1.61071, 4.27277], [1.51380, -1.85261, 1.30147], [3.03110, -2.92171, 2.97497], [2.19780, -3.52201, 5.21007], [-0.09000, -2.90451, 5.92487], [3.24390, 2.12419, -1.77733], [3.12060, 0.80229, -2.35973], [4.14650, 0.39609, -3.29683], [2.09680, 0.02009, -2.01743], [2.03070, -1.37541, -2.58113], [1.21240, 0.42869, -1.24483], [4.27770, 2.29459, -1.47883], [2.60390, 2.18279, -0.89753], [2.94400, 2.89339, -2.49323], [4.83420, 1.22279, -3.44723], [3.71820, 0.14109, -4.26743], [4.70740, -0.46011, -2.91923], [2.48900, -1.46201, -3.55913], [0.98740, -1.67561, -2.63993], [2.54150, -2.05641, -1.90103]], "atomic_forces_ev_per_a": [[0.1, 0.1, -0.9], [0.1, -0.4, -0.5], [-1.4, 0.7, 1.1], [1.0, 1.5, 2.1], [-0.3, -0.3, -0.5], [-4.1, -1.7, -2.1], [1.0, -2.4, -3.0], [0.0, 1.8, 2.0], [3.6, 0.8, 0.6], [-1.9, -0.5, -0.3], [2.6, 2.2, 1.8], [0.0, 0.0, 0.1], [-0.1, 0.3, -0.9], [0.3, 0.2, 0.6], [-0.1, -0.4, 0.3], [0.1, 0.2, 0.0], [-0.2, 0.8, -0.8], [-0.2, -1.0, 0.4], [-0.8, -0.7, -0.2], [0.3, -0.4, 0.2], [-0.5, 0.2, -0.1], [0.8, -0.2, -0.4], [-0.1, 0.2, 0.7], [0.0, 0.0, 0.0], [0.1, 0.0, -0.1], [0.0, 0.1, 0.0], [0.1, 0.2, 0.0], [-0.1, 0.0, 0.0], [-0.1, -0.1, -0.1], [-0.2, -0.1, -0.1], [0.0, -0.1, -0.1], [0.0, -0.1, 0.2], [0.1, 0.0, 0.0], [-0.2, -0.2, 0.0], [-0.1, 0.2, -0.2], [0.2, 0.1, 0.0], [-0.2, 0.1, -0.1], [0.0, -0.2, 0.1], [0.2, -1.1, -0.2], [0.6, 0.0, 0.6], [-1.4, 0.4, -0.4], [1.2, -0.2, -0.1], [-0.4, 0.5, -1.2], [-1.0, 0.1, 0.9], [0.9, -0.4, 0.3], [-0.9, 0.6, -0.4], [0.3, -0.4, 0.6], [0.1, -0.1, 0.2], [0.1, -0.1, 0.0], [0.1, 0.0, 0.1], [0.0, -0.1, 0.1], [-0.1, 0.2, 0.2], [0.2, 0.2, 0.0], [0.1, -0.3, -0.3], [-0.7, 0.0, 0.3], [-0.1, 0.1, 0.0], [0.6, -0.2, -0.3], [0.0, 0.0, 0.0], [0.1, 0.0, -0.1], [0.0, 0.0, 0.0], [0.0, 0.0, 0.0], [0.1, 0.0, 0.0], [0.1, 0.0, -0.1], [0.0, -0.1, -0.1], [0.0, 0.0, 0.0], [0.1, -0.1, 0.0]], "e_lumo_ev": [-6.99, -7.10], "gap_ha": [0.122, 0.120], "relative_energy_kcal_mol": 53.84, "charge": 1, "energy_ha": -4475.06297, "e_homo_ha": [-0.379, -0.380]}

=====

No. 2
{"formula": "C24H28N5OPtS", "method": "ωB97M-V/def2-TZVPD", "elements": ["Pt", "C", "C", "C", "C", "C", "N", "C", "C", "C", "C", "C", "C", "C", "N", "C", "C", "C", "N", "C", "C", "N", "C", "C", "C", "N", "H", "H", "H", "H", "H", "H", "H", "H", "H", "H", "H", "H", "H", "H", "H", "H", "H", "H", "C", "C", "S", "O", "C", "C", "H", "H", "H", "H", "H", "H", "H", "H", "H", "H"], "xyz": [[1.12677, -0.23840, 1.13433], [-0.07271, -0.23720, -5.54389], [-0.07631, -0.59694, -4.10591], [-1.27937, -0.84764, -3.41901], [-1.27012, -1.11697, -2.08393], [-0.05048, -1.18508, -1.33185], [-0.10105, -1.39706, 0.00652], [-1.12373, -2.13921, 0.51721], [-1.56623, -3.27834, -0.22499], [-2.51387, -4.13098, 0.25806], [-3.08700, -3.90697, 1.51951], [-4.07499, -4.85661, 2.09037], [-2.65829, -2.79374, 2.26466], [-1.71045, -1.91150, 1.80230], [-1.44555, -0.76067, 2.57039], [-2.21553, -0.27120, 3.58412], [-1.46637, 0.62106, 4.29734], [-0.22007, 0.64351, 3.66085], [-0.21820, -0.17852, 2.61978], [1.17067, -0.89335, -2.04164], [1.13409, -0.62597, -3.38302], [2.41212, -0.99678, -1.41057], [3.57972, -1.47120, -1.92746], [4.55347, -1.30048, -0.98359], [3.90942, -0.70251, 0.10552], [2.62432, -0.50897, -0.16600], [-1.01816, -0.46931, -6.02707], [0.74413, -0.73374, -6.07039], [0.10495, 0.84003, -5.64513], [-2.21945, -0.77989, -3.95058], [-2.20502, -1.21086, -1.54873], [-1.04345, -3.51669, -1.14125], [-2.78651, -5.01348, -0.30602], [-4.62844, -5.37645, 1.31078], [-4.76646, -4.36492, 2.77259], [-3.53924, -5.61925, 2.66863], [-3.08668, -2.65175, 3.24651], [-3.23085, -0.59701, 3.72806], [-1.76838, 1.17934, 5.16674], [0.66005, 1.21544, 3.90636], [2.05857, -0.41947, -3.90721], [3.61710, -1.91148, -2.91001], [5.59143, -1.57556, -1.05735], [4.31999, -0.39840, 1.05601], [2.69631, 4.88663, 0.43580], [2.34672, 4.16747, 1.72481], [0.86878, 3.12951, 1.73839], [1.20044, 1.92185, 0.81847], [-0.37666, 4.06531, 0.81444], [-0.25843, 4.02457, -0.70301], [3.67254, 5.35424, 0.56033], [1.98620, 5.67890, 0.20872], [2.76017, 4.19954, -0.40683], [2.19942, 4.85301, 2.56329], [3.12631, 3.46221, 2.02321], [-0.32912, 5.07478, 1.23063], [-1.31880, 3.62926, 1.14924], [0.42770, 4.77311, -1.08542], [-1.24034, 4.22090, -1.13106], [0.07491, 3.04385, -1.04204]], "atomic_forces_ev_per_a": [[-0.9, 0.5, -0.5], [0.0, 0.0, 0.0], [0.0, 0.0, 0.0], [0.0, 0.0, -0.1], [0.0, -0.1, 0.1], [-0.2, 0.1, 0.0], [0.3, -0.4, 0.2], [0.1, 0.0, -0.2], [0.0, 0.0, 0.0], [0.0, 0.0, 0.0], [0.0, 0.0, 0.0], [0.0, 0.0, 0.0], [0.0, 0.0, 0.0], [0.0, -0.1, 0.1], [0.0, -0.1, 0.0], [0.1, 0.0, 0.1], [0.0, 0.0, 0.0], [-0.1, 0.0, 0.0], [-0.1, 0.3, 0.0], [-0.1, -0.1, 0.0], [0.0, -0.1, 0.0], [0.2, 0.0, 0.0], [0.0, 0.0, 0.0], [0.0, 0.0, 0.0], [0.0, 0.2, 0.1], [0.1, -0.2, -0.1], [0.0, 0.0, 0.0], [0.0, 0.0, 0.0], [0.0, 0.0, 0.0], [0.0, 0.0, 0.0], [0.0, 0.1, 0.0], [0.0, 0.0, 0.0], [0.0, 0.0, 0.0], [0.0, 0.0, 0.0], [0.0, 0.0, 0.0], [0.0, 0.0, 0.0], [0.0, 0.0, 0.0], [0.0, 0.0, 0.0], [0.0, 0.0, 0.0], [0.0, 0.0, 0.0], [0.0, 0.0, 0.0], [0.0, 0.0, 0.0], [0.0, 0.0, 0.0], [0.0, 0.0, 0.0], [0.0, 0.0, 0.0], [-0.1, -0.1, 0.0], [0.1, 0.2, 0.1], [0.5, -0.2, 0.3], [0.0, 0.0, 0.0], [0.0, 0.0, 0.0], [0.0, 0.0, 0.0], [0.0, 0.0, 0.0], [0.0, 0.0, 0.0], [0.0, 0.0, 0.0], [0.0, 0.0, 0.0], [0.0, 0.0, 0.0], [0.0, 0.0, 0.0], [0.0, 0.0, 0.0], [0.0, 0.0, 0.0], [0.0, 0.0, 0.0]], "e_lumo_ev": [-12.10, -12.11], "gap_ha": [0.198, 0.196], "charge": 3, "energy_ha": -1796.81692, "e_homo_ha": [-0.643, -0.641]}

=====

No. 3
{"formula": "C24H28N7ORbS5Se2", "method": "ωB97M-V/def2-TZVPD", "elements": ["Rb", "C", "C", "N", "N", "C", "N", "S", "C", "C", "C", "C", "C", "N", "H", "H", "H", "H", "H", "H", "H", "H", "H", "S", "S", "S", "S", "Se", "Se", "C", "C", "C", "C", "C", "N", "C", "C", "C", "C", "C", "N", "H", "H", "H", "H", "H", "H", "H", "H", "O", "C", "C", "C", "C", "C", "C", "N", "H", "H", "H", "H", "H", "H", "H", "H", "H", "H", "H"], "xyz": [[-0.19529, 1.00069, 0.18630], [3.44443, 3.94484, -1.83845], [2.15307, 3.23597, -1.53673], [2.07183, 1.98640, -1.26164], [3.25207, 1.31529, -1.11173], [3.13928, -0.00154, -1.16661], [4.32826, -0.63953, -0.79490], [1.83695, -0.98934, -1.64470], [0.88865, 4.02631, -1.52611], [0.92279, 5.41751, -1.60705], [-0.26284, 6.13228, -1.52821], [-1.45435, 5.45165, -1.37765], [-1.40210, 4.06393, -1.32126], [-0.27528, 3.37190, -1.40359], [4.23193, 3.20650, -1.95453], [3.72979, 4.62675, -1.03090], [3.35693, 4.53872, -2.75233], [5.12632, -0.02185, -0.84811], [4.44653, -1.53152, -1.24760], [1.86696, 5.93577, -1.70049], [-0.24600, 7.21550, -1.56638], [-2.40189, 5.96195, -1.27573], [-2.31042, 3.48493, -1.18634], [-5.23007, 2.05672, 0.55153], [-4.51507, 2.85419, 2.29469], [-3.16212, 4.36155, 1.90035], [-1.29899, 3.69790, 2.45333], [-3.11828, -3.05857, -1.54824], [-3.70378, 0.72127, -0.42111], [-3.46613, -0.36142, 1.16335], [-4.36478, -1.37732, 1.48614], [-4.26634, -1.95356, 2.73394], [-3.28580, -1.50158, 3.61537], [-2.42073, -0.51404, 3.18390], [-2.49516, 0.03427, 1.96863], [-2.31280, -1.81255, -2.72757], [-2.07047, -2.15483, -4.07603], [-1.45546, -1.26252, -4.92289], [-1.07405, -0.01033, -4.44282], [-1.35504, 0.26074, -3.11910], [-1.95113, -0.59546, -2.28660], [-5.08876, -1.69718, 0.75135], [-4.94561, -2.74690, 3.02254], [-3.19627, -1.90751, 4.61549], [-1.63063, -0.12741, 3.81971], [-2.37240, -3.13624, -4.41605], [-1.26038, -1.54165, -5.95378], [-0.54923, 0.71172, -5.05328], [-1.06404, 1.21737, -2.68857], [1.03010, -0.46021, 1.99287], [1.37319, -1.56390, 2.38341], [2.82547, -1.98777, 2.35674], [3.12146, -2.98945, 1.23267], [2.71852, -4.42894, 1.53586], [1.22536, -4.63716, 1.77022], [0.69894, -3.89013, 2.99496], [0.44863, -2.47833, 2.77685], [3.11772, -2.40110, 3.32983], [3.38945, -1.07495, 2.17578], [4.19538, -2.95576, 1.03324], [2.63911, -2.63348, 0.31693], [3.26169, -4.77343, 2.42756], [3.04277, -5.06825, 0.71016], [1.02632, -5.70533, 1.90198], [0.65634, -4.31170, 0.89447], [1.39370, -4.01801, 3.83360], [-0.25230, -4.32042, 3.31000], [-0.50594, -2.19142, 2.61335]], "atomic_forces_ev_per_a": [[-0.5, 0.0, 0.0], [0.0, 0.1, 0.0], [-0.1, 0.0, -0.1], [0.3, 0.1, 0.0], [-0.2, -0.1, -0.1], [0.1, 0.1, -0.1], [0.0, 0.0, 0.0], [0.0, 0.0, 0.0], [0.1, -0.1, -0.1], [0.0, 0.0, 0.0], [0.0, 0.0, 0.0], [-0.1, 0.0, 0.0], [0.1, 0.0, 0.0], [0.0, 0.1, -0.1], [0.0, 0.0, 0.0], [0.0, 0.0, 0.0], [0.0, 0.0, 0.0], [0.0, 0.0, 0.0], [0.0, 0.0, 0.0], [0.0, 0.0, 0.0], [0.0, 0.0, 0.0], [0.0, 0.0, 0.0], [0.0, 0.0, 0.0], [0.0, -0.1, -0.2], [0.0, 0.0, 0.1], [0.2, 0.0, 0.1], [-0.1, 0.1, -0.2], [0.0, 0.1, -0.1], [-0.2, 0.0, 0.1], [0.0, 0.1, 0.1], [0.0, 0.0, -0.1], [0.0, 0.0, 0.0], [0.0, 0.0, 0.0], [0.1, 0.0, 0.0], [-0.1, 0.0, 0.0], [0.0, 0.0, 0.0], [-0.1, -0.1, 0.0], [0.0, 0.0, 0.0], [0.0, -0.1, 0.0], [0.1, 0.0, 0.1], [0.0, -0.1, 0.1], [0.0, 0.0, 0.0], [0.0, 0.0, 0.0], [0.0, 0.0, 0.0], [0.0, 0.0, 0.0], [0.0, 0.0, 0.0], [0.0, 0.0, 0.0], [0.0, 0.0, 0.0], [0.0, 0.0, 0.0], [0.2, -0.1, 0.6], [0.0, -0.1, -0.5], [0.0, 0.0, 0.1], [0.0, 0.0, 0.0], [0.0, 0.0, 0.1], [0.0, 0.0, 0.0], [0.0, 0.0, 0.0], [0.0, 0.0, 0.1], [0.0, 0.0, 0.0], [0.0, 0.0, 0.0], [0.0, 0.0, 0.0], [0.0, 0.0, 0.0], [0.0, 0.0, 0.0], [0.0, 0.0, 0.0], [0.0, 0.0, 0.0], [0.0, 0.0, 0.0], [0.0, 0.0, 0.0], [0.0, 0.0, 0.0], [0.0, 0.0, 0.0]], "e_lumo_ev": 3.77, "gap_ha": 0.187, "relative_energy_kcal_mol": 2.48, "charge": -2, "energy_ha": -8207.92739, "e_homo_ha": -0.049}

=====

No. 4
{"formula": "C24H28N8NdO2PS2", "method": "ωB97M-V/def2-TZVPD", "elements": ["Nd", "O", "C", "O", "C", "P", "C", "C", "C", "C", "C", "C", "C", "C", "C", "C", "C", "C", "H", "H", "H", "H", "H", "H", "H", "H", "H", "H", "H", "H", "S", "C", "S", "C", "C", "N", "C", "N", "N", "C", "C", "C", "C", "N", "H", "H", "H", "H", "H", "H", "H", "H", "H", "H", "H", "H", "N", "C", "N", "N", "C", "N", "H", "H", "H", "H"], "xyz": [[1.27520, -1.13061, 0.27702], [1.65120, -0.89681, 3.88042], [1.64650, -0.05571, 2.99162], [2.29740, -0.13951, 1.89882], [0.73210, 1.17749, 3.04902], [0.38900, 1.44659, 1.24272], [-1.18930, 2.37579, 1.18522], [-1.42290, 3.18219, 0.07232], [-2.67410, 3.72559, -0.14848], [-3.70780, 3.47439, 0.73972], [-3.49040, 2.66549, 1.84072], [-2.24460, 2.10219, 2.05092], [1.60060, 2.76729, 0.91482], [2.69540, 2.51679, 0.09712], [3.68450, 3.47769, -0.03338], [3.58700, 4.67749, 0.65112], [2.47880, 4.93909, 1.44162], [1.48430, 3.99019, 1.57062], [1.28280, 2.02779, 3.45562], [-0.15100, 0.99619, 3.66262], [-0.61050, 3.35699, -0.62128], [-2.84900, 4.33549, -1.02088], [-4.68850, 3.88879, 0.56932], [-4.29640, 2.45899, 2.52902], [-2.09390, 1.45129, 2.90142], [2.77810, 1.56639, -0.43138], [4.54520, 3.28329, -0.65368], [4.37360, 5.41299, 0.57002], [2.40120, 5.87429, 1.97482], [0.60990, 4.18489, 2.17732], [3.14070, -0.96351, -1.77208], [1.87840, -0.50211, -2.85518], [0.36100, 0.04119, -2.18088], [2.04720, -0.56471, -4.22898], [1.00670, -0.27851, -5.11388], [0.11810, -0.11001, -5.83108], [3.24100, -1.00531, -4.81968], [4.18680, -1.38131, -5.35328], [1.42120, -3.12581, 2.03522], [0.05490, -3.55111, 2.39722], [-0.80500, -2.32431, 2.74472], [-2.23370, -2.36831, 2.19832], [-2.29780, -2.19801, 0.67682], [-1.57260, -0.98061, 0.28072], [1.97870, -3.95891, 1.83552], [1.84210, -2.67381, 2.86052], [0.06290, -4.25041, 3.24652], [-0.36390, -4.07321, 1.53002], [-0.31990, -1.43671, 2.31442], [-0.82830, -2.18761, 3.82732], [-2.79930, -1.55251, 2.65652], [-2.71310, -3.30641, 2.47832], [-3.35520, -2.15671, 0.37482], [-1.83160, -3.04991, 0.17132], [-2.01390, -0.18371, 0.74862], [-1.70120, -0.81031, -0.71978], [-1.29830, -1.87101, -4.04058], [-0.97670, -3.16541, -4.04398], [-1.31440, -3.92271, -5.10088], [-0.43340, -3.79101, -3.02008], [0.00790, -3.32011, -1.93418], [0.42660, -3.06711, -0.87208], [-1.46950, -1.40901, -4.92528], [-0.85870, -1.25391, -3.33828], [-1.65230, -3.49341, -5.94508], [-1.02970, -4.88641, -5.11688]], "atomic_forces_ev_per_a": [[-0.8, -0.8, -1.9], [0.2, 0.2, 0.1], [-0.7, 0.3, 2.0], [1.6, 0.2, 0.2], [0.1, -0.2, -0.3], [-0.4, 1.4, 0.6], [0.0, -0.5, -0.2], [0.2, -0.1, 0.0], [0.0, 0.1, 0.0], [-0.1, 0.0, 0.0], [-0.1, 0.0, 0.0], [0.2, 0.0, 0.1], [0.0, -0.1, -0.1], [-0.2, -0.2, 0.0], [0.2, 0.1, 0.0], [0.0, 0.0, -0.1], [0.0, 0.1, 0.1], [0.0, -0.1, -0.1], [-0.1, -0.1, 0.0], [0.1, -0.1, 0.0], [0.0, 0.1, -0.1], [0.0, 0.1, -0.1], [-0.1, 0.1, 0.0], [-0.1, 0.0, 0.1], [0.0, 0.0, 0.1], [0.1, 0.2, 0.1], [0.1, -0.1, -0.1], [0.1, 0.1, 0.0], [0.0, 0.1, 0.0], [0.0, 0.1, 0.1], [0.3, 0.1, 0.0], [-0.2, 0.1, 0.0], [0.2, 0.5, 0.1], [0.1, 0.0, 1.0], [-0.9, 0.3, -0.6], [0.1, 0.1, -0.1], [0.7, -0.3, -0.2], [0.3, -0.1, -0.1], [0.3, -0.2, 0.5], [-0.2, 0.0, 0.0], [-0.1, -0.2, -0.2], [0.3, 0.1, -0.2], [-0.2, -0.2, 0.2], [-0.1, 0.1, -0.2], [-0.1, 0.3, -0.1], [-0.1, -0.1, -0.3], [0.0, 0.1, -0.2], [0.1, 0.0, 0.1], [-0.2, -0.1, 0.4], [0.1, 0.2, -0.1], [-0.1, 0.0, 0.1], [-0.1, 0.0, 0.0], [0.2, -0.1, 0.0], [-0.1, 0.1, 0.1], [0.2, -0.1, -0.2], [0.1, -0.1, 0.3], [-0.1, -0.2, -0.1], [-0.4, 0.4, 0.1], [0.0, 0.1, -0.1], [0.0, -1.0, -0.8], [0.2, 0.1, 0.9], [-0.3, -0.5, -0.3], [0.1, 0.0, 0.1], [-0.1, -0.2, -0.2], [0.1, -0.1, 0.0], [0.0, 0.1, 0.0]], "e_lumo_ev": [0.23, 0.23], "multiplicity": 4, "gap_ha": [0.294, 0.294], "relative_energy_kcal_mol": 1.80, "charge": 0, "energy_ha": -3219.21342, "e_homo_ha": [-0.285, -0.286]}

=====

The highest charge belongs to which entry?
C24H28N5OPtS

=====

Among the records above, which one has the lowest charge?
C24H28N7ORbS5Se2

=====

Look up the charge of the first one.
+1